Here is a molecular structure, C17H20IrN4O6P2S from the OMol25 dataset. Energies are from wB97M-V/def2-TZVPD.

Energy above the lowest of the compared OMol25 structures with the same formula, charge and spin in kcal/mol: 37.60
Energy in Ha: -2515.385486
Spin multiplicity: 5
HOMO (alpha / beta) in eV: -7.9 / -11.1
<S²>: 6.04
Charge: +1
F_max in eV Å⁻¹: 2.003

Geometry (Å):
Ir 0.461 0.671 1.100
N -3.259 2.133 1.315
C -2.287 2.591 0.285
C -2.836 3.666 -0.616
P -1.782 1.007 -0.573
O -3.226 0.676 -1.232
O -0.690 1.154 -1.541
O -1.602 0.010 0.564
P -0.768 3.033 1.245
O -1.192 4.470 1.812
O 0.516 3.055 0.493
O -0.818 1.987 2.348
H -3.873 1.407 0.924
H -3.797 2.905 1.724
H -2.627 1.709 2.046
H -3.729 3.333 -1.150
H -2.075 3.920 -1.354
H -3.067 4.570 -0.048
H -3.140 0.571 -2.177
H -0.439 5.031 1.993
C 2.087 -2.115 -1.674
C 3.317 -2.462 -1.117
C 3.720 -1.835 0.044
C 2.895 -0.892 0.654
N 1.677 -0.590 0.102
C 1.303 -1.178 -1.033
C 3.162 -0.157 1.872
C 4.357 -0.146 2.598
C 4.467 0.628 3.738
C 3.397 1.404 4.169
C 2.205 1.410 3.456
C 2.075 0.650 2.306
H 1.747 -2.566 -2.590
H 3.940 -3.199 -1.597
H 4.671 -2.074 0.487
H 0.352 -0.885 -1.457
H 5.197 -0.732 2.261
H 5.392 0.640 4.296
H 3.492 2.011 5.055
H 1.380 2.011 3.806
S -2.433 -2.292 -0.136
C -2.037 -2.764 -1.737
N -2.700 -3.895 -2.183
C -2.379 -4.425 -3.424
C -1.442 -3.792 -4.189
C -0.851 -2.624 -3.690
N -1.173 -2.140 -2.470
H -3.379 -4.352 -1.593
H -2.912 -5.309 -3.721
H -1.170 -4.184 -5.155
H -0.127 -2.045 -4.238

Atomic partial charges in e from the Mulliken method, atoms 1 to 4:
1 Ir 0.764
2 N -0.190
3 C 0.597
4 C -1.661